The following is a quantum chemistry calculation of a cluster of 4 separate species, C2H12O3S2 in total, from the OMol25 dataset.

Atoms and positions in Å:
C1 -2.317 0.141 1.456
C2 -1.253 -0.890 1.065
S1 0.350 -0.012 0.920
S2 1.336 -1.467 -0.277
H1 -1.932 0.988 2.013
H2 -2.893 0.527 0.626
H3 -3.041 -0.445 2.036
H4 -1.065 -1.686 1.765
H5 -1.437 -1.235 0.039
H6 2.510 -0.890 0.037
H7 -1.440 5.750 -3.149
H8 -1.907 4.762 -2.149
O1 -2.232 5.418 -2.752
H9 -2.504 -4.746 -0.429
H10 -2.987 -6.089 -0.808
O2 -2.703 -5.608 -0.033
H11 5.165 3.102 0.505
H12 4.978 2.561 -0.907
O3 5.099 3.373 -0.411

* M: 148.2 g mol⁻¹
* structure (SMILES): CCSS.O.O.O
* HOMO-LUMO gap: 8.60 eV
* relative energy (zero: lowest compared OMol25 entry of this formula, charge and spin): 29.3 kcal per mole
* DFT total energy: -1105.4549 Ha


The following is a quantum chemistry calculation of a cluster of 4 separate species, C2H12O3S2 in total, from the OMol25 dataset.

Atoms and positions in Å:
C1 -0.171 2.582 -2.251
C2 0.396 2.938 -0.889
S1 -0.918 3.539 0.255
S2 -0.531 2.248 1.833
H1 -0.808 1.703 -2.266
H2 -0.692 3.433 -2.662
H3 0.682 2.415 -2.916
H4 0.990 2.122 -0.475
H5 1.032 3.814 -0.938
H6 -1.610 2.417 2.611
H7 -0.566 0.183 -0.069
H8 -1.510 -0.635 0.723
O1 -0.889 -0.724 -0.012
H9 -1.030 -2.959 1.043
H10 -1.621 -3.974 2.084
O2 -1.618 -3.054 1.813
H11 2.241 -5.506 0.404
H12 3.427 -5.207 1.318
O3 3.196 -5.334 0.392

* M: 148.2 g mol⁻¹
* structure (SMILES): CCSS.O.O.O
* HOMO-LUMO gap: 8.68 eV
* relative energy (zero: lowest compared OMol25 entry of this formula, charge and spin): 23.1 kcal per mole
* DFT total energy: -1105.4648 Ha


How do the records compare in lowest unoccupied orbital energy? In the order shown, they have 0.2 0.4 eV.